Entry 1:
This record from the Open Molecules 2025 dataset describes a structure of composition C41H40O5PtSbSi. The level of theory is wB97M-V/def2-TZVPD.

Geometry (Å):
1 Pt 0.9154 -0.7682 0.7173
2 O 1.1886 -1.7888 4.8532
3 C 0.8800 -1.8729 3.6683
4 O 0.7701 -0.8679 2.8769
5 C 0.4769 -3.2654 3.1427
6 C -0.9410 -3.2961 2.5418
7 C -1.4380 -4.7523 2.4702
8 C -0.6437 -5.2817 1.2446
9 C 0.1950 -4.0441 0.8876
10 O -0.7342 -2.9867 1.1610
11 C 1.2917 -3.8832 1.9627
12 C 2.5711 -3.1645 1.5314
13 O 3.6377 -3.7041 1.7899
14 O 2.5038 -2.0544 0.8698
15 H 0.5312 -3.9240 4.0073
16 H -1.6389 -2.5830 2.9758
17 H -2.5122 -4.7820 2.2867
18 H -1.2311 -5.3027 3.3879
19 H -1.3113 -5.5356 0.4208
20 H -0.0286 -6.1519 1.4709
21 H 0.5371 -3.9765 -0.1435
22 H 1.6525 -4.8656 2.2615
23 C 2.6164 3.2144 -3.4493
24 C 3.3489 2.6102 -2.4344
25 C 2.9159 1.4136 -1.8845
26 C 1.7528 0.7818 -2.3335
27 C 1.0410 1.3993 -3.3632
28 C 1.4601 2.6060 -3.9140
29 Si 1.1342 -0.8376 -1.5602
30 C 2.1981 -2.2672 -2.1914
31 C 1.6261 -3.2076 -3.0517
32 C 2.3464 -4.3047 -3.5098
33 C 3.6626 -4.4826 -3.1100
34 C 4.2498 -3.5607 -2.2528
35 C 3.5247 -2.4691 -1.7985
36 H 2.9465 4.1555 -3.8728
37 H 4.2482 3.0841 -2.0598
38 H 3.4799 0.9674 -1.0719
39 H 0.1347 0.9297 -3.7335
40 H 0.8826 3.0705 -4.7057
41 H -0.1347 -1.0679 -2.3153
42 H 0.5961 -3.0786 -3.3676
43 H 1.8775 -5.0210 -4.1748
44 H 4.2265 -5.3408 -3.4559
45 H 5.2698 -3.7032 -1.9176
46 H 3.9858 -1.7865 -1.0964
47 C -1.7126 0.6432 3.8992
48 C -2.6177 1.5170 3.0940
49 C -3.7636 2.0426 3.6926
50 C -4.6475 2.8539 3.0004
51 C -4.4059 3.1549 1.6716
52 C -3.2725 2.6417 1.0593
53 C -2.3691 1.8395 1.7518
54 Sb -0.6921 1.1676 0.5757
55 C 0.6236 2.8839 0.7487
56 C 1.8520 2.4320 1.2398
57 C 2.8901 3.3004 1.5371
58 C 2.7174 4.6566 1.3350
59 C 1.4923 5.1236 0.8899
60 C 0.4233 4.2676 0.6262
61 C -0.9016 4.9065 0.3324
62 C -1.8958 0.6547 -1.1708
63 C -2.2662 -0.6787 -0.9926
64 C -3.0632 -1.3438 -1.9094
65 C -3.4900 -0.6813 -3.0475
66 C -3.1207 0.6392 -3.2398
67 C -2.3418 1.3315 -2.3109
68 C -1.9813 2.7540 -2.6297
69 H -2.0596 0.5576 4.9286
70 H -0.6842 1.0021 3.9193
71 H -1.6547 -0.3569 3.4732
72 H -3.9602 1.8017 4.7308
73 H -5.5279 3.2428 3.4975
74 H -5.0929 3.7762 1.1107
75 H -3.1021 2.8595 0.0131
76 H 2.0117 1.3670 1.3761
77 H 3.8292 2.9063 1.9041
78 H 3.5215 5.3535 1.5381
79 H 1.3397 6.1903 0.7685
80 H -0.7741 5.9666 0.1119
81 H -1.5613 4.8230 1.1989
82 H -1.4003 4.4479 -0.5079
83 H -1.8918 -1.2462 -0.1441
84 H -3.3111 -2.3838 -1.7391
85 H -4.0928 -1.1890 -3.7903
86 H -3.4382 1.1583 -4.1374
87 H -2.1817 2.9754 -3.6787
88 H -0.9204 2.9326 -2.4476
89 H -2.5678 3.4556 -2.0392

Results
LUMO = 2.4 eV
Charge = -1
Relative energy (zero: lowest compared OMol25 entry of this formula, charge and spin) = 9.8 kcal per mole
HOMO energy = -0.202 Eh

Entry 2:
This record from the Open Molecules 2025 dataset describes a structure of composition C3H7N3O2. The level of theory is wB97M-V/def2-TZVPD.

Geometry (Å):
1 C -1.7084 0.0636 1.8367
2 C -0.0014 -1.1349 -1.0845
3 C 0.3966 1.1023 -1.2031
4 H -1.1697 -0.2327 3.1140
5 H -2.6185 -0.9935 1.4118
6 H -2.3732 1.5085 1.7942
7 H 0.1895 -2.1879 -1.5262
8 H 0.4903 1.9384 -1.9350
9 H 1.5135 2.2876 0.2249
10 H 0.7701 -0.5038 0.7966
11 N -0.6296 -1.3286 0.1077
12 N -0.0192 0.0697 -1.7733
13 N 1.1591 1.0918 -0.0932
14 O -0.7732 0.0019 0.8993
15 O 1.7114 -0.1060 0.4927

Results
LUMO = 0.3 eV
Charge = 0
Relative energy (zero: lowest compared OMol25 entry of this formula, charge and spin) = 294.6 kcal per mole
HOMO energy = -0.332 Eh